DFT (wB97M-V/def2-TZVPD) results for a molecular structure, C2H2Br6.

CARTESIAN COORDINATES (ANGSTROEM)
C1 0.332 2.004 0.940
H1 -0.149 1.071 0.683
H2 0.037 -3.240 -1.088
Br1 -1.227 -1.741 -2.605
Br2 1.739 1.604 2.166
Br3 1.028 2.733 -0.701
C2 -0.354 -2.239 -0.986
Br4 -1.583 -2.255 0.479
Br5 1.150 -1.092 -0.606
Br6 -0.974 3.156 1.719

## Properties
total energy: -422360.609 eV
LUMO energy: -0.00275 hartree
net charge: 0
max |F|: 0.30 eV/Å
relative energy (zero: lowest compared OMol25 entry of this formula, charge and spin): 0.0085 eV
E_HOMO: -10.214 eV
Kohn-Sham gap: 10.14 eV


DFT (wB97M-V/def2-TZVPD) results for a molecular structure, C27H23CoN5OS3.

CARTESIAN COORDINATES (ANGSTROEM)
C1 2.165 -1.536 0.737
S1 -0.523 -2.999 -0.904
H1 3.538 3.613 2.178
C2 -5.805 0.221 -1.158
N1 -1.979 -0.972 -1.487
H2 7.198 0.726 -0.905
C3 -2.288 2.534 0.234
H3 -4.977 -3.493 -0.552
C4 -1.505 0.197 1.354
C5 3.993 -3.081 0.272
H4 1.561 -4.607 2.055
N2 -0.611 0.892 0.662
H5 0.583 -2.390 1.910
C6 3.933 1.457 -1.251
N3 -2.812 -1.885 -0.934
Co1 1.414 0.175 0.007
C7 1.534 -2.567 1.424
C8 5.547 -0.540 -0.398
H6 -4.226 2.175 1.081
C9 -4.173 -1.533 -0.908
C10 -5.199 -2.453 -0.716
H7 2.854 4.966 1.256
C11 2.093 -3.831 1.523
O1 2.012 1.879 1.161
C12 -2.816 0.611 1.533
C13 4.156 -0.655 -0.359
H8 -7.856 -0.373 -0.987
H9 4.944 -3.296 -0.195
C14 3.445 -1.800 0.205
H10 -1.153 -0.726 1.794
C15 -4.490 -0.194 -1.147
C16 -0.998 2.043 0.108
H11 -6.033 1.262 -1.345
H12 3.715 -5.098 0.931
H13 3.261 2.224 -1.615
C17 2.618 4.082 1.841
H14 2.044 4.380 2.716
C18 5.300 1.642 -1.327
C19 -0.753 -1.345 -1.533
S2 0.528 -0.418 -2.139
C20 0.060 2.799 -0.653
H15 -0.382 3.443 -1.412
C21 3.307 -4.097 0.911
H16 -7.305 -2.753 -0.635
C22 -6.515 -2.026 -0.751
H17 6.157 -1.348 -0.029
H18 0.746 4.604 0.243
H19 -2.557 3.460 -0.252
C23 -3.217 1.809 0.964
H20 -3.694 0.502 -1.346
N4 0.893 3.607 0.223
C24 -6.826 -0.693 -0.956
C25 1.818 3.079 1.046
C26 -2.228 -3.026 -0.474
C27 6.124 0.620 -0.876
H21 5.708 2.556 -1.732
S3 -2.881 -4.223 0.440
H22 0.698 2.040 -1.137
H23 -3.514 0.001 2.082
N5 3.373 0.354 -0.776

## Properties
total energy: -108003.801 eV
LUMO energy (alpha / beta): 0.00051 / 0.00045 hartree
net charge: 0
max |F|: 1.29 eV/Å
multiplicity: 4
E_HOMO (alpha / beta): -7.131 / -7.284 eV
Kohn-Sham gap (alpha / beta): 7.15 / 7.30 eV


DFT (wB97M-V/def2-TZVPD) results for 2 unconnected molecules or ions with the total composition C5H8NO.

CARTESIAN COORDINATES (ANGSTROEM)
H1 -0.131 1.962 0.113
C1 1.259 -0.326 -0.343
O1 -0.673 0.764 1.611
C2 0.092 1.544 1.099
H2 -1.031 -0.945 1.085
H3 -1.850 0.020 -1.607
N1 -0.871 -1.482 0.146
H4 3.192 0.139 0.707
C3 2.335 -0.048 0.106
C4 -0.749 0.151 -1.697
H5 -0.372 -2.424 0.502
H6 -0.347 0.948 -2.266
H7 -1.562 -1.911 -0.360
H8 0.823 2.119 1.637
C5 -0.115 -0.512 -0.733

## Properties
total energy: -8841.089 eV
LUMO energy: -0.14845 hartree
net charge: +1
max |F|: 5.47 eV/Å
relative energy (zero: lowest compared OMol25 entry of this formula, charge and spin): 3.6713 eV
E_HOMO: -14.403 eV
Kohn-Sham gap: 10.36 eV


DFT (wB97M-V/def2-TZVPD) results for 3 unconnected molecules or ions with the total composition C3H12NO4.

CARTESIAN COORDINATES (ANGSTROEM)
O1 0.538 -1.842 -1.888
C1 0.765 -0.951 -0.940
C2 1.239 -1.760 1.319
H1 2.181 -1.299 1.009
H2 -0.351 0.790 0.142
H3 -1.510 3.038 1.002
H4 -1.352 -0.023 1.316
H5 0.111 1.914 -2.479
O2 1.483 0.008 -1.052
H6 -2.611 2.203 0.151
H7 -0.919 2.718 -1.714
H8 1.059 -1.639 -2.680
C3 0.127 -1.253 0.403
H9 1.406 -2.822 1.150
O3 -0.498 1.855 -1.734
H10 -0.638 -2.017 0.299
H11 1.127 -1.566 2.385
O4 -1.954 2.198 0.851
H12 0.237 0.372 1.577
N1 -0.440 0.077 0.883

## Properties
total energy: -12979.856 eV
LUMO energy: -0.11308 hartree
net charge: +1
max |F|: 2.13 eV/Å
relative energy (zero: lowest compared OMol25 entry of this formula, charge and spin): 0.7184 eV
E_HOMO: -14.961 eV
Kohn-Sham gap: 11.88 eV


DFT (wB97M-V/def2-TZVPD) results for 2 unconnected molecules or ions with the total composition C4H2Cl3NOS.

CARTESIAN COORDINATES (ANGSTROEM)
H1 -3.812 -1.113 -3.264
C1 1.493 0.986 0.285
Cl1 2.728 2.146 -0.227
H2 1.413 -1.931 1.668
N1 1.920 -0.072 0.803
O1 -0.027 1.863 -1.085
C2 -0.868 0.233 0.749
Cl2 -2.957 -1.387 -2.419
S1 -0.333 -1.497 0.320
C3 1.255 -1.148 0.946
Cl3 -0.942 0.690 2.263
C4 0.130 1.230 -0.039

## Properties
total energy: -56115.838 eV
LUMO energy (alpha / beta): -0.06498 / -0.05457 hartree
net charge: 0
max |F|: 5.52 eV/Å
relative energy (zero: lowest compared OMol25 entry of this formula, charge and spin): 2.9368 eV
E_HOMO (alpha / beta): -9.346 / -8.485 eV
Kohn-Sham gap (alpha / beta): 7.58 / 7.00 eV


DFT (wB97M-V/def2-TZVPD) results for 14 unconnected molecules or ions with the total composition C5H38NO13S.

CARTESIAN COORDINATES (ANGSTROEM)
H1 1.850 0.424 0.503
H2 2.216 1.896 -1.266
H3 -1.464 2.088 -0.010
H4 -0.616 -1.528 -4.194
H5 1.128 3.543 2.112
H6 0.553 2.006 -2.041
H7 -3.760 1.674 0.791
H8 2.918 -0.838 1.603
H9 0.810 -1.165 2.142
H10 -2.024 -2.746 0.958
O1 1.383 2.901 2.641
O2 -3.832 2.519 0.478
H11 3.992 1.585 0.540
H12 -0.695 -0.478 -0.889
O3 0.121 -2.046 -3.728
O4 -1.774 -1.670 -1.608
O5 -4.282 -1.283 -1.531
H13 -3.820 2.416 -0.483
H14 0.953 0.461 -2.623
O6 -1.624 -1.904 0.963
S1 -1.425 0.857 -3.080
O7 4.477 1.316 1.463
H15 -1.112 -2.301 -1.785
C1 0.060 0.419 -0.699
H16 -4.110 -0.593 -0.205
C2 -0.599 1.410 0.373
H17 -0.899 0.746 1.190
H18 2.160 -0.927 -2.084
H19 2.751 -3.166 -0.801
H20 0.121 2.129 0.803
O8 0.589 -1.977 2.550
H21 -3.307 -0.867 0.964
O9 3.235 -1.618 2.035
H22 2.343 3.129 -0.321
H23 0.329 3.726 -0.418
H24 1.429 4.853 -0.192
H25 4.188 1.566 2.188
H26 -0.052 -2.823 -4.138
H27 1.007 3.124 3.437
C3 2.104 -1.134 -0.996
H28 1.487 -3.201 -1.778
O10 -4.077 -0.119 0.700
H29 2.370 -1.960 2.440
H30 -2.474 -1.381 3.685
C4 0.129 1.023 -2.233
H31 3.207 -1.209 -0.496
H32 0.004 -2.403 1.801
O11 0.871 4.102 0.274
O12 2.823 2.467 -0.881
C5 1.746 -2.588 -0.869
H33 -1.793 -0.759 -2.155
O13 -2.077 -1.381 4.503
N1 1.249 -0.221 -0.151
H34 -4.162 -0.686 -2.326
H35 -3.471 -1.760 -1.528
H36 1.296 -2.753 0.070
H37 -1.311 -1.473 0.115
H38 -1.141 -1.426 4.190

## Properties
total energy: -44741.874 eV
LUMO energy: 0.08221 hartree
net charge: -1
max |F|: 15.27 eV/Å
relative energy (zero: lowest compared OMol25 entry of this formula, charge and spin): 7.1346 eV
E_HOMO: -4.762 eV
Kohn-Sham gap: 7.00 eV


What did the third record say?
DFT (wB97M-V/def2-TZVPD) results for 2 unconnected molecules or ions with the total composition C5H8NO.

CARTESIAN COORDINATES (ANGSTROEM)
H1 -0.131 1.962 0.113
C1 1.259 -0.326 -0.343
O1 -0.673 0.764 1.611
C2 0.092 1.544 1.099
H2 -1.031 -0.945 1.085
H3 -1.850 0.020 -1.607
N1 -0.871 -1.482 0.146
H4 3.192 0.139 0.707
C3 2.335 -0.048 0.106
C4 -0.749 0.151 -1.697
H5 -0.372 -2.424 0.502
H6 -0.347 0.948 -2.266
H7 -1.562 -1.911 -0.360
H8 0.823 2.119 1.637
C5 -0.115 -0.512 -0.733

## Properties
total energy: -8841.089 eV
LUMO energy: -0.14845 hartree
net charge: +1
max |F|: 5.47 eV/Å
relative energy (zero: lowest compared OMol25 entry of this formula, charge and spin): 3.6713 eV
E_HOMO: -14.403 eV
Kohn-Sham gap: 10.36 eV